C32H94N2O26 | wB97M-V/def2-TZVPD

```
154
Properties=species:S:1:pos:R:3:forces:R:3
C 3.245860 1.268443 -4.728275 -0.5 -0.4 0.9
C 1.886466 1.652643 -4.166454 0.8 -0.8 1.1
C 1.990837 2.918052 -3.349901 1.3 0.7 -0.8
O 0.716513 3.288175 -3.023403 -1.4 1.5 1.0
C 0.733848 4.616106 -2.545134 0.2 0.5 0.7
N 0.878942 1.739356 -5.157932 -2.6 0.5 -0.3
H 3.189411 0.231244 -5.035883 0.3 -0.3 -0.1
H 3.957000 1.391113 -3.897203 0.1 -0.2 -0.5
H 3.526418 1.847896 -5.587824 0.2 0.5 -0.3
H 1.572098 0.821774 -3.515706 0.2 0.3 0.2
H 2.391532 3.693194 -4.043882 0.2 -0.2 0.1
H 2.615145 2.967977 -2.432913 0.1 -0.8 -0.5
H -0.275174 4.874488 -2.239973 -0.1 0.1 -0.2
H 1.121706 5.328859 -3.307850 -0.3 -0.4 0.2
H 1.381680 4.777965 -1.628684 -0.4 -0.5 -0.8
H 0.078401 2.360970 -4.896942 1.1 -0.8 0.0
H 1.154932 2.031633 -6.061570 0.7 0.3 -0.9
C 1.477299 -0.011495 0.977128 1.6 1.5 1.4
C 0.733766 -0.103441 -0.308119 -3.1 -0.5 0.6
C 0.101398 1.265669 -0.701018 1.3 0.0 1.2
O -0.891627 1.606074 0.298694 -0.1 -0.1 -0.6
C -1.231099 2.982233 0.212609 -1.1 0.6 1.0
N 1.472732 -0.715423 -1.392706 1.7 0.2 -0.1
H 2.388295 0.665459 0.870738 -0.8 -1.0 -0.3
H 1.784459 -0.973798 1.380361 0.1 -0.2 -0.2
H 0.955801 0.484084 1.814786 -0.4 -0.3 -0.6
H -0.149551 -0.823159 -0.155225 0.9 1.1 -0.1
H -0.247514 1.212894 -1.729927 -0.5 0.2 0.0
H 0.885812 2.071134 -0.635573 -0.4 -0.7 -0.3
H -0.412238 3.644699 0.490380 0.5 -0.1 -0.4
H -2.046845 3.342909 0.886673 0.5 -1.3 0.1
H -1.686273 3.222337 -0.728371 0.4 0.1 -1.0
H 2.436245 -0.312705 -1.371387 -0.9 -0.3 -0.4
H 1.599235 -1.707645 -1.169003 0.0 0.3 0.0
C 2.921906 -0.813812 4.468192 0.4 1.0 -0.5
C 2.059940 -1.686876 5.364043 0.3 0.7 -0.4
O 0.682486 -1.315581 5.318293 0.3 0.0 0.6
O 2.562339 0.525792 4.707668 0.9 0.9 -0.2
H 2.877884 -1.053651 3.400776 -0.7 -0.2 -0.2
H 4.011693 -0.773281 4.623738 -0.3 -0.9 0.7
H 2.350604 -1.378949 6.362618 0.1 -0.7 0.4
H 2.273307 -2.722108 5.091511 -0.3 -0.3 0.5
H 0.245960 -1.458107 4.472145 0.2 -0.4 -0.7
H 1.630496 0.645076 4.536600 -0.8 -0.2 -0.4
C -7.283562 2.714471 0.600547 0.9 1.4 1.5
C -6.370299 3.990056 0.523304 -1.6 0.4 1.5
O -5.327056 3.940995 1.465723 0.9 0.1 0.9
O -7.895549 2.425349 1.903344 0.1 0.8 -0.3
H -6.679340 1.828827 0.490320 0.1 -0.3 -0.8
H -8.011565 2.932406 -0.148144 -0.9 -0.7 -0.6
H -7.003759 4.936591 0.759785 0.8 -1.4 -0.7
H -5.917632 4.072436 -0.477409 -0.2 -0.1 0.4
H -5.611798 4.015652 2.416904 -0.3 -0.1 -1.1
H -8.373746 3.180659 2.292030 0.2 -0.2 -0.7
C -0.701128 -4.410773 2.061063 1.6 1.1 -0.4
C 0.267678 -3.338600 2.616256 1.5 0.1 -0.4
O -0.301317 -2.037401 2.821558 0.1 -0.7 0.5
O -0.190133 -5.712973 2.304962 -0.3 0.6 0.1
H -0.840626 -4.289302 0.980830 0.2 0.3 -0.1
H -1.651525 -4.232713 2.482262 -1.3 -0.1 1.0
H 1.131048 -3.207666 1.896054 -0.8 -0.4 0.6
H 0.735066 -3.661351 3.600371 -0.9 0.2 -1.1
H -1.002978 -1.806132 2.194202 -0.1 0.0 -0.3
H -0.886453 -6.235029 1.915961 0.0 -1.0 0.0
C -5.058737 2.255813 4.489579 -0.6 1.0 -1.4
C -4.577963 1.232421 3.439416 0.5 0.5 2.0
O -3.880750 1.775968 2.351471 0.5 0.2 0.3
O -6.191083 3.080154 4.033812 1.2 0.0 0.0
H -4.270743 2.944697 4.793330 0.1 0.1 -0.3
H -5.410285 1.817526 5.381918 -0.2 -1.2 1.0
H -5.430570 0.680470 3.123787 -0.9 -0.6 -0.5
H -3.936769 0.520508 4.008602 -0.1 0.4 -0.6
H -4.416752 2.502324 1.977139 0.0 0.1 -0.2
H -6.809952 2.546839 3.513641 0.2 -0.3 -0.1
C -3.393572 -1.761479 0.651512 -0.7 0.3 0.0
C -4.708106 -1.215190 1.215630 -0.4 -2.3 -0.6
O -4.951476 0.023500 0.668437 -1.1 0.5 -1.0
O -2.283543 -1.064828 1.169075 0.7 0.1 0.3
H -3.463399 -1.709130 -0.449674 0.2 0.1 0.3
H -3.214104 -2.790755 0.929032 -0.2 -0.4 0.1
H -4.704804 -1.172791 2.313913 0.1 -0.3 -0.1
H -5.533581 -1.929716 0.860532 1.0 1.0 0.6
H -4.171635 0.559486 0.780775 0.3 0.7 0.4
H -2.282898 -0.104273 1.048171 0.0 0.0 -0.3
C 4.054181 3.350461 0.440860 -0.3 0.9 -0.3
C 3.490618 2.925004 1.836663 0.2 -1.8 -2.1
O 4.185377 1.722563 2.256506 0.8 1.3 -0.8
O 3.949266 2.372089 -0.617353 1.4 -0.5 1.2
H 5.109173 3.750276 0.532829 -1.1 -0.5 -0.1
H 3.386242 4.159479 0.037710 0.7 -0.3 0.7
H 2.441203 2.661648 1.660201 0.0 0.2 0.3
H 3.575685 3.703663 2.560604 0.2 0.6 0.5
H 3.585345 1.168839 2.731568 -0.8 -0.4 0.9
H 4.748553 1.782771 -0.547634 -1.1 0.4 -0.1
C 4.819942 -0.890817 0.583886 1.3 -1.2 -0.5
C 5.532771 -2.241669 0.357766 -0.6 -0.9 0.3
O 5.942764 -2.394601 -1.024866 0.9 1.1 1.1
O 5.729734 0.196494 0.364408 -0.6 0.4 0.9
H 4.389975 -0.851921 1.559724 -0.1 0.0 0.9
H 3.990111 -0.899779 -0.096516 -0.4 0.4 -0.6
H 4.861687 -3.114924 0.563483 0.2 0.9 -0.1
H 6.408429 -2.407042 1.009205 -0.2 0.4 -0.2
H 6.664241 -1.732533 -1.046745 -0.4 -0.5 -0.8
H 5.531407 0.841220 1.100241 0.2 -0.7 -0.8
C -0.478463 -2.060291 -4.174844 -1.3 -0.2 0.7
C -0.172112 -1.751658 -5.616950 -1.8 0.0 -0.4
O -1.236833 -0.989047 -6.229471 1.0 0.7 1.0
O -0.473115 -0.940574 -3.305844 0.0 1.2 0.2
H 0.311587 -2.687021 -3.857959 0.7 -1.4 0.4
H -1.495789 -2.532725 -4.024153 1.1 0.2 -0.5
H -0.115731 -2.636502 -6.249941 0.2 -0.3 0.4
H 0.774095 -1.248790 -5.605117 0.7 0.7 -0.4
H -1.222919 -0.158577 -5.708526 -0.3 -0.3 -0.6
H 0.313507 -0.849585 -2.679039 -0.5 -0.4 -1.0
C 1.962144 -5.797104 -0.514718 0.2 0.8 -1.1
C 0.763078 -6.210128 -1.375056 0.5 1.4 0.0
O 0.921838 -5.925889 -2.766067 0.1 0.3 0.2
O 2.063700 -4.355324 -0.438649 0.2 0.0 -0.4
H 2.903517 -6.171114 -0.909151 0.1 -0.3 -0.2
H 1.839070 -6.173845 0.480456 -0.2 -0.1 0.7
H -0.053346 -5.607638 -0.981340 -0.4 -0.1 0.1
H 0.500921 -7.242244 -1.300428 0.1 -0.8 0.2
H 0.667749 -5.001517 -2.908156 0.2 -0.3 0.0
H 2.645554 -3.993010 -1.155762 -0.5 -0.7 0.4
C -0.079578 2.002167 6.102606 -0.7 -0.6 0.1
C 0.030058 2.467942 4.680446 -1.4 -1.0 -0.2
O 0.092463 1.363888 3.694816 -0.8 0.9 1.2
O -1.182215 1.119156 6.207196 0.4 -2.1 -0.4
H -0.338374 2.776972 6.839026 0.6 0.3 -0.6
H 0.860331 1.564057 6.314540 0.9 -0.9 1.0
H 0.927414 3.037106 4.598007 0.4 0.8 -0.6
H -0.933309 2.946695 4.597200 0.0 1.0 -1.1
H -0.833809 1.049082 3.575906 1.0 0.3 0.1
H -0.865460 0.200267 5.953218 -0.4 1.5 0.5
C 3.555864 -3.148510 -4.931264 -2.2 1.3 -1.3
C 3.503038 -2.410077 -3.666002 0.8 0.3 2.7
O 3.803900 -3.245246 -2.494642 0.1 0.2 -0.4
O 2.522428 -4.073636 -5.046676 -0.5 -1.5 0.4
H 4.475950 -3.624032 -5.167204 1.2 0.0 0.0
H 3.266817 -2.380885 -5.682253 0.8 -0.3 0.0
H 2.573071 -1.889813 -3.374875 0.0 -0.5 -0.9
H 4.237452 -1.625709 -3.756188 0.6 0.5 0.3
H 4.644858 -2.971498 -2.063354 -0.4 0.0 -0.5
H 2.782728 -4.807025 -4.468333 -0.5 -0.1 -0.1
C -4.351919 1.695135 -2.467709 -1.0 0.5 -0.9
C -3.155138 0.812548 -2.810105 0.9 0.3 1.1
O -2.268517 1.500320 -3.698664 -0.6 0.2 -0.3
O -3.967844 2.985268 -2.016765 1.9 0.5 -0.1
H -4.971754 1.289880 -1.616993 0.5 -0.1 -1.3
H -4.930810 1.951195 -3.399522 0.0 -1.1 0.7
H -3.381182 -0.199524 -3.158133 -0.4 0.2 -0.1
H -2.600108 0.712030 -1.868923 -0.1 -0.3 0.2
H -1.438486 1.001953 -3.761868 -0.2 -0.2 0.2
H -3.139748 3.206391 -2.521427 -1.1 -0.2 0.6
```
Forces are in eV/Å.

Results
**E**: -3341.13181 hartree
**Total charge**: 0
**Multiplicity**: 1
**HOMO energy**: -8.99 eV
**ΔE to the lowest compared entry with this formula, charge and spin**: 0.0 kJ/mol